No. 1
A 8-piece molecular cluster, C55H64N11O5PS2 overall. Source: OMol25; level of theory: ωB97M-V/def2-TZVPD.

The LUMO energy is -1.25 eV. Its frontier orbital gap is 7.3 eV. The total energy comes out at -4250.26833 Eh.

Each line ends with the Mulliken charge.
Cartesian coordinates (Å):
1 C 3.770 3.864 -1.676  -0.675
2 C 3.138 3.850 -3.118  -0.775
3 C 3.241 2.414 -3.644  0.657
4 O 4.235 2.061 -4.229  -0.542
5 O 2.158 1.594 -3.367  -0.218
6 C 1.835 0.795 -4.507  -0.402
7 C 2.604 -0.555 -4.510  -1.826
8 C 2.197 -1.500 -3.358  0.804
9 C 1.031 -2.202 -3.558  -0.765
10 C 0.566 -3.119 -2.579  0.670
11 C -0.745 -3.838 -2.823  -1.500
12 C -1.864 -3.208 -1.934  0.480
13 C -3.252 -3.222 -2.603  -1.029
14 S -3.457 -1.953 -3.897  -0.272
15 C -3.850 -0.387 -3.029  0.186
16 S -2.700 0.774 -3.046  -0.185
17 N -5.081 -0.358 -2.410  0.119
18 C -5.250 0.728 -1.437  -0.894
19 C -5.580 2.140 -2.008  -0.843
20 C -6.236 -0.518 -3.333  -0.730
21 C -6.014 -0.012 -4.780  -0.978
22 C 1.332 -3.274 -1.437  0.856
23 O 0.906 -4.182 -0.446  -0.519
24 C 0.441 -3.527 0.605  0.336
25 N 0.203 -3.115 1.658  -0.385
26 C 2.503 -2.551 -1.265  0.764
27 C 3.364 -2.714 0.022  -0.307
28 O 3.034 -1.924 0.922  -0.504
29 O 4.266 -3.556 0.069  -0.704
30 N 2.915 -1.663 -2.202  0.050
31 P 4.397 -0.737 -1.855  0.072
32 N 3.970 0.516 -1.032  -0.319
33 H 2.996 3.493 -0.987  0.223
34 H 4.115 4.862 -1.383  0.364
35 H 4.577 3.117 -1.666  0.044
36 H 3.680 4.517 -3.805  0.338
37 H 2.089 4.189 -3.088  0.374
38 H 0.764 0.546 -4.570  0.482
39 H 2.124 1.333 -5.424  0.382
40 H 3.690 -0.432 -4.606  0.558
41 H 2.285 -1.091 -5.424  0.541
42 H 0.451 -2.041 -4.470  0.392
43 H -1.068 -3.740 -3.875  0.673
44 H -0.629 -4.920 -2.645  0.409
45 H -1.619 -2.177 -1.633  0.464
46 H -1.924 -3.831 -1.022  -0.598
47 H -3.361 -4.195 -3.118  0.499
48 H -4.062 -3.144 -1.864  0.406
49 H -4.346 0.834 -0.816  0.467
50 H -6.051 0.437 -0.732  0.495
51 H -4.642 2.716 -2.042  0.286
52 H -5.992 2.149 -3.026  0.261
53 H -6.251 2.683 -1.320  0.322
54 H -7.080 0.066 -2.925  0.408
55 H -6.592 -1.562 -3.328  0.260
56 H -5.375 0.880 -4.858  0.439
57 H -6.982 0.219 -5.252  0.332
58 H -5.585 -0.839 -5.368  0.180
59 H 5.348 -1.544 -1.181  0.140
60 H 5.008 -0.259 -3.043  0.188
61 H 2.970 0.536 -0.857  0.175
62 N 2.649 2.550 2.201  -0.463
63 C 2.367 1.256 2.022  -0.766
64 C 1.225 0.641 2.515  -0.369
65 C 0.327 1.409 3.238  -0.365
66 C 0.601 2.753 3.438  -0.711
67 C 1.769 3.270 2.899  -0.368
68 H 3.099 0.692 1.454  0.838
69 H 1.049 -0.412 2.336  0.574
70 H -0.576 0.966 3.642  0.434
71 H -0.074 3.387 3.998  0.485
72 H 2.024 4.317 3.024  0.693
73 N 4.442 7.601 4.785  -0.607
74 C 4.972 7.452 6.001  -0.352
75 C 5.137 6.224 6.626  -0.191
76 C 4.724 5.088 5.951  -0.428
77 C 4.169 5.219 4.688  -0.260
78 C 4.053 6.492 4.152  -0.143
79 H 5.276 8.371 6.491  0.371
80 H 5.575 6.162 7.613  0.387
81 H 4.832 4.110 6.402  0.379
82 H 3.836 4.354 4.132  0.447
83 H 3.629 6.645 3.165  0.406
84 N -3.674 -5.048 0.699  -0.557
85 C -4.859 -4.831 1.273  -0.414
86 C -5.015 -4.263 2.529  -0.410
87 C -3.876 -3.902 3.231  -0.488
88 C -2.637 -4.123 2.651  -0.385
89 C -2.591 -4.693 1.396  -0.189
90 H -5.721 -5.131 0.687  0.387
91 H -6.002 -4.107 2.944  0.412
92 H -3.952 -3.456 4.214  0.419
93 H -1.725 -3.857 3.166  0.540
94 H -1.640 -4.877 0.913  0.641
95 N 8.763 1.657 -1.902  -0.540
96 C 7.518 1.999 -2.234  -0.593
97 C 7.193 2.929 -3.196  0.224
98 C 8.223 3.564 -3.870  -0.690
99 C 9.531 3.234 -3.546  -0.292
100 C 9.744 2.278 -2.560  -0.353
101 H 6.730 1.493 -1.693  0.772
102 H 6.157 3.148 -3.407  0.261
103 H 8.012 4.302 -4.634  0.389
104 H 10.367 3.705 -4.046  0.367
105 H 10.750 1.986 -2.277  0.355
106 N -1.000 7.174 7.465  -0.577
107 C -0.829 5.853 7.402  -0.289
108 C 0.347 5.246 6.986  -0.600
109 C 1.405 6.058 6.610  0.406
110 C 1.249 7.433 6.665  -0.236
111 C 0.032 7.936 7.100  -0.390
112 H -1.685 5.259 7.703  0.349
113 H 0.431 4.168 6.957  0.405
114 H 2.340 5.625 6.277  0.221
115 H 2.051 8.100 6.379  0.360
116 H -0.137 9.006 7.164  0.349
117 N -7.829 -2.518 -5.705  -0.165
118 C -7.018 -3.566 -5.856  0.110
119 C -7.461 -4.852 -6.124  -0.782
120 C -8.825 -5.065 -6.238  -0.126
121 C -9.686 -3.991 -6.083  -0.612
122 C -9.139 -2.745 -5.820  -0.153
123 H -5.958 -3.351 -5.755  0.300
124 H -6.756 -5.664 -6.240  0.362
125 H -9.212 -6.054 -6.446  0.372
126 H -10.757 -4.116 -6.164  0.363
127 H -9.773 -1.874 -5.695  0.356
128 N -1.917 -7.100 6.035  -0.583
129 C -1.462 -6.895 4.798  -0.235
130 C -0.191 -6.422 4.512  -0.259
131 C 0.658 -6.141 5.569  -0.331
132 C 0.206 -6.345 6.863  -0.321
133 C -1.083 -6.826 7.039  -0.220
134 H -2.163 -7.125 4.003  0.441
135 H 0.125 -6.276 3.487  0.402
136 H 1.658 -5.767 5.388  0.396
137 H 0.838 -6.137 7.716  0.358
138 H -1.478 -7.004 8.033  0.358

=====

No. 2
A 6-piece molecular cluster, C55H66FN10O11 overall. Source: OMol25; level of theory: ωB97M-V/def2-TZVPD.

As for the total charge: +1. The LUMO energy is -3.05 eV. Its frontier orbital gap is 7.5 eV. The total energy comes out at -3609.76651 Eh.

Each line ends with the Mulliken charge.
Cartesian coordinates (Å):
1 C 2.194 3.702 1.546  -1.089
2 C 0.917 3.151 0.925  -0.322
3 C -0.234 4.196 0.953  -0.643
4 C -0.757 4.590 -0.431  -0.611
5 C -2.265 4.940 -0.421  -0.783
6 C -2.655 6.049 -1.409  -0.529
7 C -3.928 5.748 -2.223  -0.897
8 C -4.628 7.037 -2.666  -0.876
9 C -5.683 7.493 -1.660  -0.391
10 C -6.290 8.847 -2.027  -0.978
11 C -7.019 9.515 -0.847  -0.833
12 C -8.535 9.279 -0.921  -0.312
13 C -9.218 9.365 0.431  -0.740
14 C -10.750 9.193 0.400  -1.015
15 C -11.244 7.818 0.855  -0.646
16 C -10.475 6.709 0.128  -0.400
17 N -11.210 5.437 0.084  0.109
18 C -11.363 4.630 -0.957  -0.291
19 N -12.099 3.569 -0.665  -0.540
20 C -12.424 3.708 0.620  0.651
21 N -13.184 2.886 1.373  0.170
22 C -13.292 3.265 2.770  -0.885
23 C -14.250 4.408 2.982  0.616
24 O -13.925 5.428 3.449  -0.463
25 F -15.471 4.180 2.588  -0.217
26 C -13.841 1.725 0.849  0.895
27 C -14.113 0.647 1.688  -0.542
28 C -14.782 -0.454 1.170  -0.439
29 N -15.173 -0.581 -0.098  -0.569
30 C -14.902 0.462 -0.880  -0.404
31 C -14.264 1.628 -0.472  -0.386
32 N -11.879 4.856 1.103  -0.083
33 H 2.951 2.937 1.676  0.160
34 H 2.609 4.480 0.903  0.320
35 H 2.004 4.158 2.517  0.380
36 H 1.118 2.868 -0.105  0.236
37 H 0.592 2.284 1.495  0.286
38 H 0.147 5.082 1.459  0.311
39 H -1.051 3.795 1.552  0.378
40 H -0.603 3.761 -1.120  0.315
41 H -0.229 5.471 -0.792  0.306
42 H -2.522 5.243 0.592  0.322
43 H -2.818 4.038 -0.683  0.375
44 H -2.853 6.958 -0.838  0.249
45 H -1.848 6.275 -2.104  0.426
46 H -3.632 5.176 -3.101  0.329
47 H -4.585 5.125 -1.615  0.470
48 H -5.060 6.929 -3.661  0.446
49 H -3.875 7.826 -2.713  0.368
50 H -5.196 7.540 -0.684  0.342
51 H -6.472 6.735 -1.635  0.136
52 H -7.000 8.659 -2.835  0.360
53 H -5.519 9.495 -2.441  0.588
54 H -6.814 10.582 -0.832  0.400
55 H -6.646 9.060 0.070  0.463
56 H -8.955 10.029 -1.593  0.180
57 H -8.688 8.315 -1.413  0.179
58 H -9.014 10.355 0.837  0.469
59 H -8.787 8.663 1.147  0.337
60 H -11.159 9.401 -0.589  0.484
61 H -11.189 9.932 1.067  0.339
62 H -12.294 7.694 0.587  0.447
63 H -11.122 7.711 1.932  0.365
64 H -10.359 7.003 -0.910  0.265
65 H -9.487 6.546 0.548  0.245
66 H -10.935 4.858 -1.918  0.432
67 H -13.584 2.427 3.390  0.382
68 H -12.328 3.599 3.142  0.523
69 H -13.815 0.633 2.723  0.386
70 H -15.007 -1.280 1.832  0.369
71 H -15.209 0.383 -1.914  0.364
72 H -14.110 2.426 -1.175  0.426
73 H -11.915 5.271 2.024  0.317
74 C 8.679 1.189 1.527  -0.552
75 C 8.238 -0.039 2.002  -0.262
76 C 6.890 -0.355 1.958  -0.477
77 C 6.005 0.568 1.434  0.049
78 C 6.422 1.799 0.961  -0.349
79 C 7.772 2.107 1.011  -0.441
80 N 4.575 0.228 1.372  1.008
81 O 4.228 -0.848 1.814  -0.612
82 O 3.821 1.048 0.884  -0.631
83 H 9.732 1.432 1.558  0.392
84 H 8.940 -0.755 2.406  0.442
85 H 6.543 -1.309 2.326  0.578
86 H 5.710 2.504 0.560  0.448
87 H 8.117 3.064 0.644  0.376
88 C 4.979 -6.641 3.694  -0.597
89 C 5.039 -5.423 4.360  -0.632
90 C 6.133 -4.592 4.188  -0.219
91 C 7.148 -5.004 3.343  -0.072
92 C 7.111 -6.216 2.677  -0.378
93 C 6.014 -7.041 2.856  -0.290
94 N 8.301 -4.120 3.141  1.100
95 O 8.336 -3.074 3.762  -0.613
96 O 9.164 -4.476 2.360  -0.601
97 H 4.120 -7.285 3.829  0.397
98 H 4.232 -5.118 5.012  0.398
99 H 6.190 -3.643 4.700  0.493
100 H 7.919 -6.516 2.028  0.605
101 H 5.963 -7.990 2.349  0.398
102 C 7.984 -8.327 -3.982  -0.284
103 C 6.704 -8.796 -3.712  -0.309
104 C 6.317 -9.032 -2.403  -0.465
105 C 7.223 -8.792 -1.386  0.131
106 C 8.502 -8.330 -1.634  -0.303
107 C 8.880 -8.098 -2.946  -0.661
108 N 6.811 -9.026 0.004  1.083
109 O 5.690 -9.448 0.205  -0.609
110 O 7.613 -8.778 0.886  -0.637
111 H 8.282 -8.141 -5.004  0.363
112 H 6.013 -8.975 -4.522  0.419
113 H 5.325 -9.397 -2.181  0.451
114 H 9.192 -8.155 -0.822  0.449
115 H 9.876 -7.735 -3.159  0.369
116 C 9.094 -8.490 -11.103  -0.438
117 C 7.931 -7.739 -10.989  -0.422
118 C 7.144 -7.845 -9.854  -0.341
119 C 7.543 -8.707 -8.849  0.146
120 C 8.694 -9.467 -8.945  -0.320
121 C 9.472 -9.355 -10.085  -0.462
122 N 6.722 -8.810 -7.634  1.050
123 O 5.706 -8.149 -7.576  -0.610
124 O 7.110 -9.550 -6.749  -0.606
125 H 9.707 -8.400 -11.990  0.380
126 H 7.638 -7.067 -11.783  0.370
127 H 6.238 -7.267 -9.755  0.447
128 H 8.979 -10.136 -8.147  0.441
129 H 10.375 -9.941 -10.177  0.373
130 C 11.715 -6.280 4.773  -0.683
131 C 12.453 -6.935 5.751  -0.355
132 C 12.193 -6.701 7.092  -0.463
133 C 11.190 -5.810 7.428  0.124
134 C 10.449 -5.144 6.471  -0.458
135 C 10.718 -5.383 5.133  -0.094
136 N 10.897 -5.571 8.851  1.016
137 O 11.576 -6.153 9.672  -0.608
138 O 9.992 -4.807 9.119  -0.610
139 H 11.916 -6.468 3.727  0.427
140 H 13.230 -7.632 5.470  0.384
141 H 12.760 -7.204 7.860  0.459
142 H 9.674 -4.449 6.760  0.516
143 H 10.148 -4.875 4.369  0.352